[1]
Here is a structure of composition C39H38N7O6S2Sc from the Open Molecules 2025 dataset. Energies are from ωB97M-V/def2-TZVPD.

CARTESIAN COORDINATES (ANGSTROEM)
Sc (-0.3894, -0.5029, -0.2171)
C (3.5205, -0.5412, 1.6887)
N (2.4956, 0.4159, 1.3290)
C (3.0757, 1.6528, 0.8329)
C (1.4677, 0.6304, 2.2796)
C (1.6138, 0.2861, 3.6244)
C (0.6076, 0.5377, 4.5431)
C (-0.5707, 1.1448, 4.1301)
C (-0.7428, 1.4540, 2.7925)
C (0.2573, 1.1988, 1.8522)
N (0.0172, 1.3839, 0.4618)
C (-0.6425, 2.5241, 0.0324)
C (-0.5549, 3.7550, 0.6991)
C (-1.1716, 4.8862, 0.2027)
C (-1.8902, 4.8370, -0.9881)
C (-1.9770, 3.6303, -1.6612)
C (-1.3679, 2.4853, -1.1628)
N (-1.4567, 1.2167, -1.8932)
C (-2.8754, 0.8633, -2.1086)
C (-0.8351, 1.3373, -3.2255)
H (4.2106, -0.1665, 2.4599)
H (4.1149, -0.7621, 0.7993)
H (3.0606, -1.4670, 2.0290)
H (3.6868, 2.1524, 1.5984)
H (2.2913, 2.3341, 0.5073)
H (3.7221, 1.4299, -0.0184)
H (2.5315, -0.1748, 3.9572)
H (0.7462, 0.2572, 5.5787)
H (-1.3661, 1.3446, 4.8345)
H (-1.6818, 1.8695, 2.4476)
H (0.0112, 3.8076, 1.6210)
H (-1.0820, 5.8174, 0.7461)
H (-2.3745, 5.7190, -1.3813)
H (-2.5320, 3.5785, -2.5891)
H (-3.3509, 1.5730, -2.7933)
H (-3.4098, 0.8827, -1.1623)
H (-2.9391, -0.1278, -2.5560)
H (-1.4723, 1.9147, -3.9048)
H (-0.6909, 0.3427, -3.6530)
H (0.1221, 1.8451, -3.1576)
C (-0.2966, -3.2879, -3.3997)
C (-1.4527, -3.0053, -2.5113)
N (-1.5246, -2.0888, -1.5631)
C (-2.7873, -2.2016, -1.0182)
C (-3.4784, -3.1874, -1.6459)
N (-2.6156, -3.6875, -2.5846)
C (-4.8584, -3.7351, -1.5815)
O (-5.6753, -3.1851, -0.7068)
O (-5.1668, -4.6259, -2.3351)
C (-3.2036, -1.3228, 0.0935)
O (-4.3598, -1.3418, 0.5022)
O (-2.2659, -0.5513, 0.5272)
H (0.4227, -2.4753, -3.3342)
H (-0.6201, -3.3791, -4.4359)
H (0.1980, -4.2151, -3.1091)
H (-2.8674, -4.4404, -3.2100)
H (-5.2220, -2.4401, -0.2168)
S (5.3117, -0.7089, -4.1287)
C (3.8642, -0.6655, -3.1031)
C (3.1545, 0.5058, -2.8710)
C (2.0421, 0.4559, -2.0559)
N (1.6124, -0.6681, -1.4720)
C (2.3257, -1.7832, -1.6567)
C (3.4485, -1.8259, -2.4647)
C (4.7972, 0.4110, -5.4087)
C (3.8641, 0.0276, -6.3612)
C (3.4948, 0.9468, -7.3298)
N (3.9908, 2.1793, -7.4114)
C (4.8973, 2.5266, -6.5040)
C (5.3329, 1.6869, -5.4877)
H (3.4597, 1.4465, -3.3077)
H (1.4955, 1.3529, -1.8000)
H (1.9730, -2.6699, -1.1440)
H (3.9794, -2.7576, -2.5987)
H (3.4342, -0.9642, -6.3468)
H (2.7659, 0.6747, -8.0833)
H (5.2968, 3.5301, -6.5834)
H (6.0756, 2.0203, -4.7766)
O (-3.7658, -3.7058, 6.1724)
C (-2.9708, -4.5699, 5.4938)
O (-2.9714, -5.7317, 5.7944)
C (-2.1321, -4.0047, 4.3922)
C (-1.3845, -4.9021, 3.6348)
C (-0.5924, -4.4548, 2.5956)
C (-0.5155, -3.0950, 2.2838)
S (0.5386, -2.5735, 0.9658)
C (-1.2550, -2.1970, 3.0488)
C (-2.0526, -2.6496, 4.0850)
H (-3.6917, -2.8231, 5.7907)
H (-1.4436, -5.9547, 3.8741)
H (-0.0214, -5.1627, 2.0106)
H (-1.2065, -1.1349, 2.8458)
H (-2.5958, -1.8969, 4.6465)

Forces on the atoms, in the same order (eV/Å):
0.483 -0.270 -0.171
0.018 -0.030 0.018
-0.059 -0.038 -0.059
0.011 0.047 -0.049
0.133 -0.047 0.189
-0.057 0.046 -0.046
-0.008 0.015 -0.026
0.067 -0.013 -0.056
-0.073 -0.007 0.101
-0.160 0.208 -0.288
-0.098 0.103 0.254
0.266 -0.099 0.051
-0.009 0.086 0.071
-0.014 -0.012 -0.095
0.036 -0.043 0.086
0.073 -0.007 0.026
-0.053 0.048 -0.294
0.020 -0.011 0.178
-0.011 0.048 0.021
-0.030 -0.025 0.006
-0.011 -0.008 0.012
0.007 0.002 -0.024
-0.018 -0.006 0.012
-0.015 0.016 0.014
-0.008 0.000 0.000
0.020 0.009 -0.025
0.036 -0.033 0.026
0.005 0.004 0.019
-0.025 0.006 0.044
0.009 0.002 -0.012
-0.020 -0.006 -0.011
-0.011 0.035 0.004
-0.015 0.026 -0.009
-0.018 0.013 -0.027
-0.013 -0.020 0.027
0.015 -0.024 -0.030
-0.013 0.010 0.001
0.030 -0.007 0.001
-0.001 -0.011 -0.014
-0.039 -0.021 -0.022
0.045 0.099 0.014
-0.069 0.023 -0.017
-0.115 0.098 -0.188
0.075 -0.127 0.060
-0.046 -0.192 -0.221
0.053 0.082 0.030
-0.264 0.157 0.246
0.042 -0.392 -0.446
0.006 -0.107 -0.062
0.352 0.380 0.290
-0.014 0.067 0.112
-0.577 -0.229 0.014
-0.011 -0.016 0.003
-0.013 -0.037 -0.023
0.023 -0.012 0.022
0.009 0.032 0.032
0.049 0.157 0.257
-0.111 -0.124 0.091
0.138 0.027 -0.115
-0.125 0.077 -0.015
0.203 -0.059 0.196
-0.255 -0.051 -0.094
0.061 0.052 -0.102
-0.005 -0.065 0.127
0.029 0.183 -0.053
-0.017 -0.043 0.060
-0.038 -0.003 -0.056
0.033 -0.035 0.065
-0.003 0.045 -0.038
0.068 -0.050 0.028
-0.006 -0.002 -0.018
0.031 0.018 -0.008
-0.011 -0.022 -0.009
0.018 -0.023 -0.013
-0.016 -0.022 -0.009
-0.029 -0.007 -0.026
0.013 0.034 -0.013
-0.001 0.020 0.030
0.079 -0.014 -0.085
-0.035 0.021 0.011
0.007 0.064 0.008
-0.058 -0.023 0.061
0.007 0.036 -0.048
-0.015 -0.057 0.009
0.030 -0.016 -0.158
0.015 0.104 0.069
-0.010 0.099 0.053
0.015 0.017 -0.002
-0.040 -0.052 0.040
-0.004 -0.013 0.013
0.030 -0.010 -0.029
0.016 -0.085 -0.017
-0.013 0.011 0.020

Results
Spin multiplicity ... 1
E_HOMO ... -7.389 eV
E_tot ... -3901.0708 Eh
Frontier orbital gap ... 0.2467 Ha
Energy above the lowest of the compared OMol25 structures with the same formula, charge and spin ... 0.00 kJ/mol

[2]
Here is a structure of composition C39H39AlBN6O3S2Se at a distorted geometry from the Open Molecules 2025 dataset. Energies are from ωB97M-V/def2-TZVPD.

CARTESIAN COORDINATES (ANGSTROEM)
Al (0.8207, -0.0690, -0.1034)
C (0.2328, 4.0414, -3.5159)
C (0.3187, 3.4682, -2.1415)
C (0.2572, 4.1315, -0.9316)
C (0.4243, 3.1462, 0.0567)
N (0.5690, 1.9613, -0.5395)
N (0.5102, 2.1652, -1.8837)
B (0.6858, 0.9961, -2.8986)
N (-0.4735, 0.0231, -2.5901)
N (-0.8899, -0.0374, -1.2960)
C (-2.1853, -0.3909, -1.3163)
C (-2.5633, -0.6510, -2.6440)
C (-1.4645, -0.3528, -3.4171)
C (-1.3168, -0.3691, -4.9010)
C (-3.1091, -0.3202, -0.1796)
C (-2.9681, 0.6793, 0.7807)
C (-3.8869, 0.7933, 1.8114)
C (-4.9426, -0.0998, 1.9035)
C (-5.0975, -1.0906, 0.9441)
C (-4.1871, -1.1972, -0.0933)
N (2.0916, 0.4460, -2.6812)
N (2.6485, 0.6247, -1.4635)
C (3.9619, 0.4318, -1.6071)
C (4.2315, 0.0546, -2.9363)
C (3.0206, 0.0806, -3.5854)
C (2.7030, -0.2240, -5.0109)
C (4.9779, 0.7175, -0.5885)
C (6.1658, -0.0063, -0.5753)
C (7.1600, 0.2908, 0.3435)
C (6.9844, 1.3305, 1.2451)
C (5.7986, 2.0510, 1.2424)
C (4.7970, 1.7426, 0.3377)
C (0.4371, 3.3583, 1.5103)
C (0.2447, 2.3132, 2.4122)
C (0.1998, 2.5567, 3.7746)
C (0.3535, 3.8466, 4.2586)
C (0.5824, 4.8911, 3.3730)
C (0.6258, 4.6489, 2.0109)
H (0.0928, 5.1182, -3.4500)
H (-0.6001, 3.6113, -4.0731)
H (1.1493, 3.8396, -4.0713)
H (0.0881, 5.1849, -0.7948)
H (0.5704, 1.3881, -4.0211)
H (-3.5319, -0.9673, -2.9914)
H (-2.2029, -0.8054, -5.3570)
H (-0.4415, -0.9466, -5.1983)
H (-1.1915, 0.6440, -5.2870)
H (-2.1600, 1.3915, 0.6923)
H (-3.7591, 1.5714, 2.5539)
H (-5.6466, -0.0266, 2.7235)
H (-5.9211, -1.7899, 1.0131)
H (-4.2967, -1.9825, -0.8318)
H (5.1932, -0.1530, -3.3742)
H (3.6118, -0.5280, -5.5261)
H (2.2807, 0.6475, -5.5152)
H (1.9803, -1.0388, -5.0786)
H (6.2845, -0.8328, -1.2632)
H (8.0666, -0.3011, 0.3721)
H (7.7701, 1.5760, 1.9493)
H (5.6508, 2.8539, 1.9545)
H (3.8634, 2.2888, 0.3516)
H (0.1239, 1.2985, 2.0561)
H (0.0412, 1.7277, 4.4526)
H (0.3006, 4.0410, 5.3226)
H (0.7301, 5.8985, 3.7418)
H (0.8221, 5.4645, 1.3275)
C (-4.8926, -5.6267, 2.5314)
C (-3.8261, -4.5739, 2.3694)
C (-3.0392, -4.4983, 1.2315)
C (-2.0438, -3.5352, 1.0782)
C (-1.1645, -3.5921, -0.1365)
C (-1.8575, -2.5728, 2.0800)
Se (-0.5163, -1.1899, 1.9885)
C (-2.6165, -2.6652, 3.2621)
C (-2.3780, -1.7199, 4.4063)
C (-3.5798, -3.6561, 3.3839)
H (-5.0525, -6.1729, 1.6014)
H (-5.8397, -5.1740, 2.8332)
H (-4.6144, -6.3495, 3.3028)
H (-3.1852, -5.2234, 0.4352)
H (-1.3091, -4.5331, -0.6712)
H (-0.1193, -3.5127, 0.1570)
H (-1.3737, -2.7737, -0.8241)
H (-2.5270, -0.6883, 4.0819)
H (-1.3400, -1.7955, 4.7366)
H (-3.0392, -1.9409, 5.2462)
H (-4.1548, -3.7212, 4.3044)
O (3.6825, -2.2596, -0.3385)
S (2.4168, -2.0796, 0.3308)
O (1.3563, -1.6470, -0.7297)
O (1.9389, -3.2309, 1.0432)
S (2.4875, -0.4232, 1.5127)

Forces on the atoms, in the same order (eV/Å):
-0.753 0.455 0.747
0.018 -0.162 0.012
0.093 0.110 0.288
-0.010 -0.060 -0.033
0.039 0.048 -0.321
0.025 -0.100 0.334
-0.110 0.216 -0.094
0.049 0.098 0.027
-0.067 -0.141 -0.175
-0.308 -0.303 -0.121
0.387 0.034 -0.237
-0.072 0.033 0.044
0.009 -0.052 0.010
0.050 0.077 0.065
0.056 -0.055 0.271
-0.142 0.039 -0.135
0.086 0.016 0.012
-0.056 -0.024 0.011
-0.055 -0.030 0.025
0.068 -0.030 -0.055
0.015 -0.081 -0.200
0.490 0.227 0.034
-0.416 -0.129 -0.354
0.083 0.102 -0.013
0.105 -0.081 -0.055
-0.075 0.071 0.131
-0.122 -0.036 0.228
-0.037 -0.040 0.036
0.005 0.015 0.006
0.056 -0.004 0.012
0.001 0.056 0.034
0.032 -0.035 -0.035
0.026 -0.038 0.254
0.073 0.114 -0.226
-0.002 -0.040 0.066
0.005 0.029 0.039
-0.005 0.018 -0.020
-0.004 -0.064 -0.073
-0.007 0.008 0.000
0.010 0.013 -0.021
-0.025 0.023 -0.043
0.006 0.009 0.036
-0.025 0.070 -0.057
-0.032 0.051 0.018
0.002 -0.035 0.008
-0.029 -0.011 -0.038
0.002 -0.022 -0.036
0.098 -0.019 0.036
-0.008 -0.010 0.003
0.004 0.003 -0.002
0.031 -0.025 0.010
0.028 -0.026 0.034
0.007 -0.027 0.010
-0.007 0.013 -0.037
-0.001 -0.036 -0.052
0.010 -0.001 -0.036
-0.004 -0.033 0.017
0.008 0.016 -0.050
-0.029 -0.023 0.032
-0.012 -0.011 0.001
-0.042 0.017 -0.063
-0.170 0.021 0.127
-0.010 -0.024 -0.036
0.032 -0.020 0.004
-0.008 -0.005 0.013
-0.021 0.024 -0.004
0.078 0.063 0.031
-0.038 0.052 -0.017
-0.029 -0.040 0.051
0.006 -0.036 0.000
-0.027 -0.002 0.061
-0.089 0.304 -0.286
-0.021 -0.010 0.230
0.006 0.087 -0.019
-0.009 -0.027 -0.077
-0.042 -0.081 0.020
-0.011 -0.001 -0.003
-0.032 -0.048 -0.013
-0.031 -0.025 -0.010
0.010 -0.012 0.009
-0.046 0.009 -0.010
-0.019 0.028 -0.036
0.052 0.079 -0.069
0.014 0.031 0.052
-0.012 0.061 0.048
-0.033 -0.020 -0.022
-0.007 0.045 0.001
0.094 0.164 -0.013
0.583 -1.120 -0.542
0.291 -0.244 0.197
0.001 -0.034 0.098
-0.038 0.584 -0.093

Results
Spin multiplicity ... 1
E_HOMO ... -3.601 eV
E_tot ... -5529.2696 Eh
Frontier orbital gap ... 0.2121 Ha
Energy above the lowest of the compared OMol25 structures with the same formula, charge and spin ... 96.71 kJ/mol
Charge ... -1